Record 1
{"formula": "C10H31NO5", "method": "the ωB97M-V functional and the def2-TZVPD basis", "elements": ["C", "O", "C", "C", "C", "N", "H", "H", "H", "H", "H", "H", "H", "H", "H", "H", "H", "C", "C", "O", "H", "H", "H", "H", "H", "H", "C", "C", "O", "H", "H", "H", "H", "H", "H", "C", "C", "O", "H", "H", "H", "H", "H", "H", "O", "H", "H"], "xyz": [[-17.19208, -2.32847, 21.07263], [-15.94685, -1.56640, 21.02996], [-15.17017, -1.89745, 22.21796], [-13.78767, -1.17754, 22.01647], [-12.89291, -1.90792, 20.99264], [-13.04053, -1.38617, 23.23638], [-16.97696, -3.39618, 21.03009], [-17.75429, -2.15119, 20.15579], [-17.85944, -2.11755, 21.90824], [-15.60027, -1.44004, 23.10897], [-15.13466, -2.95058, 22.49683], [-13.96436, -0.13638, 21.74652], [-13.60125, -2.14424, 20.19860], [-12.47658, -2.89025, 21.21576], [-12.13206, -1.24954, 20.57344], [-13.64198, -1.46225, 24.04419], [-12.60291, -2.29359, 23.16441], [-15.51692, 7.03839, 17.60312], [-14.43646, 6.89854, 16.51432], [-13.96853, 8.15303, 16.05003], [-16.53231, 7.25098, 17.26863], [-15.19285, 7.76229, 18.35082], [-15.64091, 6.14900, 18.22094], [-14.75285, 6.26010, 15.68946], [-13.76316, 6.21816, 17.03571], [-13.78656, 8.01953, 15.11694], [-21.81421, 6.14973, 22.71295], [-21.18485, 5.12103, 21.78055], [-19.83951, 4.93620, 22.11385], [-22.85658, 6.31128, 22.43820], [-21.21891, 7.06281, 22.71545], [-21.90435, 5.86771, 23.76197], [-21.11963, 5.48135, 20.75390], [-21.63367, 4.13071, 21.85753], [-19.76759, 5.00666, 23.06855], [-15.16979, -2.41183, 15.77667], [-15.33927, -0.94443, 15.98647], [-15.18543, -0.23994, 14.75193], [-15.66180, -3.01160, 16.54237], [-14.10229, -2.55939, 15.94028], [-15.53852, -2.79874, 14.82670], [-14.69320, -0.68524, 16.82523], [-16.32879, -0.69854, 16.37183], [-16.04960, 0.14261, 14.58322], [-17.00701, 2.36905, 20.20381], [-17.01386, 1.42729, 20.37486], [-17.50263, 2.74839, 20.92956]], "forces_ev_per_angstrom": [[0.68, 0.17, -1.07], [-1.29, -1.66, 1.60], [0.49, 2.27, -1.33], [0.31, -3.16, 0.62], [-1.68, 0.79, -1.89], [0.36, 0.51, 1.24], [0.17, -0.15, 0.35], [0.14, 0.43, -0.04], [0.33, 0.26, 0.30], [-0.46, 0.38, 0.06], [0.35, -0.39, -0.79], [0.12, -0.04, 0.11], [0.24, 0.09, -0.67], [0.03, 0.23, 0.85], [0.08, -0.13, 0.16], [-0.11, 0.38, 0.31], [0.19, 0.08, 0.14], [-0.29, 0.13, 0.07], [-1.26, -1.17, 1.09], [0.09, -0.56, 0.18], [0.16, 0.47, -0.25], [-0.05, 0.43, -0.27], [0.32, -0.48, -0.37], [-0.48, 0.25, -0.24], [1.36, 0.64, -0.20], [0.15, 0.28, -0.01], [-0.55, -0.10, -0.18], [0.12, 0.17, 0.56], [1.48, -0.07, 0.46], [0.06, 0.46, -0.29], [-0.25, 0.16, -0.32], [0.39, -0.60, 0.06], [-0.67, -0.10, -0.05], [-0.72, 0.14, -0.33], [0.18, -0.09, 0.08], [0.46, -0.84, 0.47], [-1.59, 0.11, 0.19], [0.40, 0.22, 0.54], [-0.10, 0.17, 0.26], [0.07, -0.70, -0.66], [0.29, 0.29, -0.11], [0.55, 0.77, -0.50], [-0.28, -0.15, 0.04], [0.20, 0.14, -0.21], [0.10, 0.09, -0.19], [0.09, -0.32, 0.02], [-0.18, 0.22, 0.17]], "total_charge": 0, "spin_multiplicity": 1, "homo_lumo_gap_ev": 9.91, "e_tot_ev": -22597.237, "e_above_lowest_kcal_mol": 35.2}



Record 2
{"formula": "C10H31O6S5", "method": "the ωB97M-V functional and the def2-TZVPD basis", "elements": ["O", "H", "C", "S", "O", "C", "H", "H", "H", "H", "H", "H", "C", "S", "O", "C", "H", "H", "H", "H", "H", "H", "C", "S", "O", "C", "H", "H", "H", "H", "H", "H", "C", "S", "O", "C", "H", "H", "H", "H", "H", "H", "C", "S", "O", "C", "H", "H", "H", "H", "H", "H"], "xyz": [[-0.12527, 0.04780, -0.63481], [0.42338, -0.48131, 0.06278], [-0.98937, 2.09129, -3.73423], [0.59116, 1.82166, -2.99350], [1.54862, 2.13886, -4.09968], [0.61067, 3.15205, -1.84276], [-1.84555, 2.05942, -2.95043], [-1.05671, 1.48020, -4.38711], [-1.01854, 3.02462, -4.21563], [1.43477, 3.15133, -1.53780], [-0.14315, 2.85437, -0.95368], [0.38407, 4.05819, -2.55771], [0.57533, -0.45674, 4.04116], [-0.02399, -1.35481, 2.60556], [1.02891, -2.50263, 2.41303], [-1.31254, -2.15343, 3.52029], [-0.20029, -0.23686, 4.88553], [0.86476, 0.56375, 3.78827], [1.46808, -0.92200, 4.30789], [-1.78962, -2.73664, 2.74483], [-2.22613, -1.55483, 3.80610], [-1.06582, -2.70259, 4.26360], [3.51317, -0.13546, 1.66176], [2.83897, 0.72797, 0.22154], [3.50013, 2.11069, 0.24536], [3.70607, -0.26441, -1.01423], [3.36448, 0.64697, 2.60574], [4.56259, -0.07341, 1.43326], [3.09370, -1.15102, 1.90592], [3.55603, 0.16928, -1.82099], [3.34548, -1.29757, -0.99253], [4.88751, -0.16661, -0.88858], [-1.45201, -2.54678, -2.53316], [-0.88294, -3.07749, -0.87658], [-1.16203, -4.54865, -0.72014], [0.82088, -2.96585, -1.21029], [-1.14978, -3.28280, -3.24950], [-1.09844, -1.58427, -2.97325], [-2.49713, -2.54358, -2.57811], [1.05565, -3.83181, -1.86793], [1.22615, -2.84743, -0.10432], [1.11210, -1.99804, -1.36792], [-3.26485, 1.55333, -0.54641], [-2.18948, 2.29215, 0.62436], [-2.68697, 3.72856, 0.83550], [-2.70338, 1.40229, 1.98299], [-3.36037, 2.35998, -1.30575], [-4.23994, 1.59066, 0.03017], [-2.72380, 0.62599, -0.82798], [-2.85354, 0.44006, 1.74954], [-3.51109, 1.82537, 2.32608], [-1.93989, 1.50017, 2.72374]], "forces_ev_per_angstrom": [[1.03, -1.66, 1.82], [-1.65, 1.59, -1.80], [-1.04, 6.92, 9.62], [0.39, -1.75, 0.02], [0.28, 0.55, -0.24], [-14.17, 0.75, -4.46], [1.51, -0.24, -1.37], [-1.23, -8.28, -8.06], [0.17, 1.67, -0.40], [12.61, 0.44, 4.90], [1.56, 1.00, -2.20], [0.24, -1.22, 2.01], [-1.99, 2.67, 0.96], [1.68, -1.84, 0.47], [-1.73, 2.19, 0.16], [-4.41, 3.44, -5.33], [1.36, -1.13, -1.41], [0.07, 0.03, -0.56], [1.24, -1.14, 1.00], [0.11, -0.85, -0.21], [1.36, 0.31, -0.12], [2.34, -3.64, 4.94], [-0.50, 1.85, 2.51], [0.07, 1.23, 0.21], [-0.38, -1.67, -0.06], [3.90, -3.18, 7.53], [0.11, -2.11, -2.44], [0.66, -0.56, 0.35], [0.40, 1.04, -0.49], [-1.92, 3.77, -7.79], [0.17, 0.23, 0.00], [-2.39, -0.47, 0.25], [1.21, 0.48, -0.69], [-1.26, 0.74, 0.02], [-0.04, 0.34, -0.53], [0.67, -1.75, 3.27], [0.40, -0.88, -0.31], [0.09, -0.45, 1.26], [-1.74, 0.03, 0.33], [0.56, 0.80, 0.70], [-0.25, -1.86, -1.72], [0.25, 2.65, -2.17], [-1.03, 1.05, 0.36], [1.78, 3.20, -1.24], [0.06, -1.38, 0.01], [3.91, 0.22, 0.50], [0.21, -0.94, 0.04], [0.70, -0.93, -1.09], [-0.85, 0.21, -0.12], [-0.40, -3.70, -0.87], [-4.69, 2.31, 1.83], [0.58, -0.09, 0.61]], "total_charge": -1, "spin_multiplicity": 1, "homo_lumo_gap_ev": 6.21, "e_tot_ev": -77323.708, "e_above_lowest_kcal_mol": 0.0}



Record 3
{"formula": "C10H32BrNO5", "method": "the ωB97M-V functional and the def2-TZVPD basis", "elements": ["O", "H", "H", "H", "Br", "C", "C", "O", "H", "H", "H", "H", "H", "H", "C", "C", "O", "H", "H", "H", "H", "H", "H", "C", "C", "O", "H", "H", "H", "H", "H", "H", "C", "C", "C", "O", "C", "N", "H", "H", "H", "H", "H", "H", "H", "H", "H", "H", "H"], "xyz": [[18.29590, 26.49563, 20.21683], [19.03791, 26.17641, 19.69807], [18.19916, 26.01731, 21.04355], [17.51191, 26.44184, 19.66540], [20.64034, 25.05661, 18.61906], [22.11966, 25.57259, 14.80221], [21.84575, 24.11359, 14.72990], [20.47809, 24.04896, 15.25037], [23.11179, 25.88902, 14.48025], [22.01417, 25.92209, 15.82925], [21.36729, 26.08332, 14.20121], [22.56835, 23.48380, 15.24885], [21.76155, 23.87486, 13.66970], [20.62246, 24.03002, 16.19926], [24.79279, 26.09272, 17.40974], [23.97450, 27.28918, 17.92651], [23.34389, 26.99078, 19.13141], [25.32984, 26.35078, 16.49700], [24.17948, 25.22215, 17.17723], [25.52215, 25.72648, 18.13222], [23.27353, 27.55594, 17.13556], [24.54950, 28.19741, 18.10702], [22.72781, 26.28070, 18.93686], [19.12938, 20.14946, 17.48053], [19.86605, 21.50289, 17.58246], [19.91295, 21.81837, 18.90976], [18.08292, 20.15422, 17.78549], [19.71101, 19.38307, 17.99283], [19.14220, 19.85292, 16.43173], [19.37781, 22.34337, 17.08919], [20.88400, 21.45772, 17.19539], [20.15476, 22.74650, 18.95105], [18.72838, 28.00937, 14.05563], [19.36657, 27.86814, 15.47346], [18.96006, 29.04328, 16.35696], [19.80149, 30.18122, 15.93815], [19.45554, 31.50857, 16.33026], [18.88811, 26.63316, 16.00385], [18.98313, 27.17897, 13.39712], [19.22333, 28.86554, 13.59726], [17.64023, 28.05371, 14.01011], [20.45598, 27.84167, 15.44950], [19.11126, 28.93833, 17.43131], [17.91042, 29.33288, 16.30708], [19.38027, 31.55185, 17.41680], [18.51744, 31.81335, 15.86637], [20.21826, 32.24262, 16.07043], [19.55916, 26.27040, 16.66582], [19.07904, 25.94365, 15.29095]], "forces_ev_per_angstrom": [[-1.57, 1.54, 1.05], [3.02, -1.44, -1.75], [0.00, -0.49, 0.49], [-0.73, -0.08, -0.39], [-0.53, 0.36, 0.48], [0.88, 1.13, 0.23], [-1.62, 0.77, -0.55], [1.05, -1.20, -0.29], [0.12, -0.11, -0.21], [-0.04, 0.03, 0.12], [0.11, 0.09, -0.03], [-0.23, -0.14, 0.06], [0.19, -0.63, 0.13], [-0.43, 0.07, 0.47], [0.37, 0.29, 0.06], [0.59, -0.42, -0.68], [-0.26, 0.10, 0.49], [0.04, 0.07, -0.08], [-0.40, 0.14, -0.02], [0.06, 0.28, 0.17], [-0.41, 0.09, -0.07], [0.42, -0.21, -0.07], [-0.40, -0.25, 0.26], [0.81, 0.48, -1.30], [-0.82, -0.78, -0.70], [0.11, 0.37, 2.36], [0.21, 0.24, 0.33], [-0.20, 0.10, 0.32], [-0.11, -0.10, -0.18], [-0.38, -0.34, -0.72], [0.15, -0.41, -0.46], [0.16, 0.32, 0.42], [1.47, 0.36, 0.07], [-1.14, 0.57, -0.73], [0.79, 2.28, -0.03], [0.02, -0.35, -0.35], [-0.41, -1.04, 0.45], [-0.19, -1.29, 0.67], [0.26, -0.33, 0.24], [-0.53, 0.31, -0.18], [0.06, 0.36, 0.51], [0.17, 0.49, -0.47], [0.47, -0.66, 0.20], [-0.30, -0.17, -0.63], [-0.30, 0.11, 0.24], [-0.20, 0.08, 0.06], [0.25, -0.49, -0.39], [0.01, 0.26, 0.84], [-0.57, -0.35, -0.46]], "total_charge": 0, "spin_multiplicity": 1, "homo_lumo_gap_ev": 7.95, "e_tot_ev": -92656.289}



Record 4
{"formula": "C10H32N8O8V", "method": "the ωB97M-V functional and the def2-TZVPD basis", "elements": ["O", "V", "C", "C", "O", "H", "H", "H", "H", "H", "C", "C", "O", "H", "H", "H", "H", "H", "C", "O", "N", "N", "H", "H", "H", "H", "C", "O", "N", "N", "H", "H", "H", "H", "C", "O", "N", "N", "H", "H", "H", "H", "C", "O", "N", "N", "H", "H", "H", "H", "C", "C", "O", "H", "H", "H", "H", "H", "H"], "xyz": [[0.01423, 0.44551, 0.63900], [0.64239, -0.17434, -0.68986], [0.98588, -3.05542, -3.79136], [1.81479, -1.87493, -3.29594], [1.11196, -0.95337, -2.57901], [0.61090, -3.72260, -3.01856], [1.52684, -3.59035, -4.58348], [0.08531, -2.73421, -4.33353], [2.28696, -1.46840, -4.21372], [2.69483, -2.25006, -2.73495], [2.79747, -2.40221, 1.19463], [3.42679, -1.10109, 0.73610], [2.57207, -0.19874, 0.15308], [2.58733, -3.10934, 0.39578], [1.93609, -2.18388, 1.83172], [3.46937, -2.89464, 1.91499], [4.28689, -1.31480, 0.06733], [3.94020, -0.60746, 1.58382], [-2.59820, 2.88842, 1.12543], [-1.71255, 3.32170, 0.40904], [-2.34037, 1.97774, 2.11231], [-3.92212, 3.24688, 0.98551], [-1.37199, 1.69830, 2.17291], [-3.08822, 1.48865, 2.56279], [-4.18047, 3.93697, 0.30946], [-4.58282, 2.83440, 1.61486], [-2.63232, 0.12512, -1.57453], [-1.42116, 0.14144, -1.50746], [-3.41838, -0.05717, -0.47353], [-3.28585, 0.33603, -2.76023], [-2.99963, -0.24460, 0.41737], [-4.40886, 0.03796, -0.59387], [-4.27313, 0.17699, -2.81678], [-2.70622, 0.41059, -3.57549], [-0.45940, -3.26619, -0.21981], [-0.06420, -2.13221, 0.02407], [-1.80628, -3.54503, -0.25163], [0.35040, -4.26620, -0.64424], [-2.12761, -4.48982, -0.15621], [-2.39613, -2.76598, -0.02628], [-0.02243, -5.13825, -0.96720], [1.34053, -4.16219, -0.51328], [1.31536, 2.93820, -1.61266], [1.01275, 1.75223, -1.52701], [0.52510, 3.91723, -1.10646], [2.44096, 3.32483, -2.27769], [0.88424, 4.85517, -1.13999], [-0.21347, 3.72433, -0.43711], [2.67254, 4.29389, -2.36323], [3.09028, 2.58059, -2.45955], [0.65203, 0.46103, 4.16865], [0.59701, 1.93233, 4.49705], [1.02704, 2.69882, 3.38038], [0.21010, -0.11379, 4.98622], [1.67264, 0.11054, 4.01399], [0.10489, 0.21657, 3.25611], [1.09651, 2.15320, 5.44930], [-0.45001, 2.19931, 4.72109], [0.69915, 3.59231, 3.52167]], "forces_ev_per_angstrom": [[-0.02, -0.45, -0.54], [1.99, 0.60, 1.02], [-0.54, -0.08, -0.90], [0.41, -0.25, -0.06], [-0.78, 0.57, 1.48], [0.33, -0.10, 0.10], [0.21, -0.32, 0.44], [0.07, 0.44, 0.25], [-0.21, 0.40, 0.10], [-0.14, -0.18, 0.12], [0.54, -0.04, 1.43], [0.49, 0.40, -0.50], [-1.84, 0.09, -1.32], [-0.15, 0.20, -0.07], [-0.37, -0.05, -0.54], [0.21, -0.13, -0.39], [-0.19, -0.28, -0.12], [-0.32, -0.17, 0.27], [-0.04, -0.37, -0.16], [-0.42, 0.46, 0.13], [-0.09, 0.67, -0.32], [0.62, -0.51, 0.36], [0.03, -0.41, -0.02], [0.19, -0.14, 0.23], [-0.04, 0.03, -0.04], [-0.33, 0.32, -0.12], [0.39, 0.25, 0.01], [0.37, -0.32, -0.61], [-0.48, -0.25, -0.65], [0.01, -0.02, 0.77], [0.18, 0.25, 0.04], [-0.07, -0.07, 0.46], [0.01, 0.01, -0.36], [-0.07, -0.05, -0.10], [-0.32, 0.12, -1.31], [0.04, 0.03, 0.16], [0.68, 0.05, 0.13], [-0.11, 0.02, 0.68], [-0.21, 0.06, 0.06], [-0.21, -0.12, 0.09], [0.06, -0.05, 0.03], [-0.01, 0.05, -0.15], [-0.53, -0.04, 0.44], [0.19, -0.56, -0.03], [0.59, 0.47, -0.34], [-0.52, -0.27, 0.16], [-0.10, 0.02, 0.12], [0.03, -0.40, -0.21], [0.34, -0.04, -0.01], [0.16, 0.16, -0.17], [0.12, -0.30, -0.02], [-1.15, -0.01, 0.17], [0.12, 0.04, 0.42], [0.08, 0.02, 0.05], [0.05, 0.08, 0.02], [0.03, 0.18, -0.05], [0.58, 0.07, -0.33], [-0.02, -0.11, -0.14], [0.15, 0.03, -0.16]], "total_charge": 0, "spin_multiplicity": 2, "homo_lumo_gap_ev": [6.77, 6.79], "e_tot_ev": -64881.399, "e_above_lowest_kcal_mol": 0.0}